1.
Computed, not measured: C27H36B2ClF8GdN3OP as an isolated structure at a distorted geometry, with ωB97M-V with the def2-TZVPD basis set.

## Properties
HOMO level (alpha / beta)   -0.3010 / -0.3141 Eh
HOMO-LUMO gap (alpha / beta)   7.63 / 8.73 eV
<S²>   16.095
Energy relative to the best compared isomer or geometry (same formula, charge and spin)   0.00 kJ/mol
Charge   0
Spin multiplicity   8

```
80
C27H36B2ClF8GdN3OP, DFT ωB97M-V with the def2-TZVPD basis set
Gd 0.6089 -0.3578 -0.2345
Cl -0.6618 -0.6709 -3.0055
C -2.3551 -0.3627 -3.2660
C -2.9167 -0.9798 -4.3741
C -4.2428 -0.7370 -4.6868
C -4.9987 0.1188 -3.8935
C -4.4229 0.7104 -2.7806
C -3.0875 0.4823 -2.4360
P -2.3594 1.2219 -0.9140
C -3.8756 1.2141 0.1404
C -4.3453 2.3183 0.8420
C -5.4648 2.2104 1.6647
C -6.1347 1.0007 1.7817
C -5.6808 -0.1058 1.0715
C -4.5599 -0.0004 0.2640
C -2.2192 3.0047 -1.3541
C -2.5364 3.5420 -2.6009
C -2.3715 4.9016 -2.8529
C -1.9032 5.7469 -1.8597
C -1.5826 5.2252 -0.6112
C -1.7226 3.8637 -0.3676
H -2.3094 -1.6434 -4.9782
H -4.6863 -1.2223 -5.5487
H -6.0374 0.3170 -4.1355
H -5.0243 1.3605 -2.1528
H -3.8512 3.2783 0.7512
H -5.8171 3.0822 2.2054
H -7.0092 0.9207 2.4180
H -6.1943 -1.0573 1.1535
H -4.2055 -0.8740 -0.2735
H -2.9051 2.8989 -3.3895
H -2.6143 5.2986 -3.8320
H -1.7870 6.8079 -2.0553
H -1.2143 5.8782 0.1707
H -1.4437 3.4573 0.6028
C 2.8201 -1.9786 2.1252
N 2.3414 -0.5873 2.0449
C 3.5203 0.2935 2.0142
C 1.5890 -0.2458 3.2621
C 0.2077 -0.8351 3.3259
N -0.7524 -0.2197 2.4047
C -2.0017 -0.9875 2.5337
C -1.0621 1.1546 2.8326
H 3.4230 -2.1176 3.0321
H 3.4309 -2.2087 1.2598
H 1.9858 -2.6747 2.1389
H 4.0711 0.2120 2.9618
H 3.2102 1.3254 1.8731
H 4.1770 0.0026 1.2004
H 1.5367 0.8415 3.3252
H 2.1506 -0.5889 4.1403
H -0.1637 -0.7283 4.3547
H 0.2400 -1.8994 3.1055
H -2.3691 -0.9213 3.5691
H -1.8363 -2.0329 2.2888
H -2.7579 -0.5866 1.8761
H -1.3918 1.1624 3.8817
H -1.8833 1.5385 2.2240
H -0.2113 1.8140 2.7153
N 1.7920 4.2246 0.7512
C 1.5677 2.9764 0.2911
O 1.1870 2.0847 1.0513
C 1.8793 2.6949 -1.1499
C 1.0179 1.6017 -1.7392
H 1.6592 4.4211 1.7273
H 2.0960 4.9571 0.1366
H 2.9292 2.3805 -1.1543
H 1.8172 3.6210 -1.7266
H 1.5467 1.1532 -2.5744
H 0.0990 2.0097 -2.1333
F 3.1941 -0.2017 -0.8158
B 2.9712 -1.4406 -1.5186
F 2.2313 -1.1420 -2.6687
F 4.1163 -2.1563 -1.7186
F 2.0388 -2.1342 -0.6337
F -1.7232 -1.5469 -0.3144
B -1.0747 -2.8452 -0.1590
F -0.4170 -3.1238 -1.3486
F -0.0713 -2.5627 0.8426
F -1.9642 -3.8056 0.2612
```

=====

2.
Computed, not measured: C27H36Br4ClN4NiO10P as an isolated structure, with ωB97M-V with the def2-TZVPD basis set.

## Properties
HOMO level (alpha / beta)   -0.1030 / -0.1023 Eh
HOMO-LUMO gap (alpha / beta)   6.61 / 6.59 eV
<S²>   2.004
Energy relative to the best compared isomer or geometry (same formula, charge and spin)   58.66 kJ/mol
Charge   -2
Spin multiplicity   3

```
84
C27H36Br4ClN4NiO10P, DFT ωB97M-V with the def2-TZVPD basis set
Ni -0.0439 -0.1682 -0.0256
N -0.5435 -0.1533 2.0280
C -1.9604 -0.4878 2.1981
C -2.3109 -1.0511 3.5854
C -1.7375 -0.3291 4.8146
C -2.3239 1.0480 5.1635
N -2.1091 2.1492 4.2414
C -0.9383 2.8430 4.0876
N 0.0589 2.5535 5.0014
N -0.7279 3.7509 3.2025
C -2.3536 -1.5120 1.0924
O -3.3374 -2.2264 1.3154
O -1.6247 -1.4840 0.0533
H 0.0478 -0.9224 2.3252
H -0.2668 0.6948 2.4999
H -2.5431 0.4042 1.9642
H -1.9383 -2.0786 3.5992
H -3.3980 -1.1230 3.6706
H -0.6479 -0.2677 4.7193
H -1.9299 -0.9568 5.6906
H -1.9202 1.3566 6.1312
H -3.4047 0.9418 5.2830
H -2.7412 2.2232 3.4654
H 0.1881 1.5893 5.2651
H 0.9150 3.0367 4.7764
H -1.5369 3.9396 2.6220
H 0.7940 3.2612 1.2068
Br 5.3860 5.2212 -0.7692
C 4.1253 3.8179 -0.9095
C 4.1692 2.9087 -1.9600
Br 5.4865 3.0939 -3.3081
C 3.2600 1.8580 -2.0181
Br 3.2719 0.6100 -3.4315
C 2.2628 1.6305 -1.0298
O 1.5087 0.6009 -1.1028
C 2.1997 2.6262 0.0021
O 1.2550 2.4394 0.9505
C 3.1262 3.6485 0.0590
Br 3.0267 4.8417 1.5368
Cl 4.0743 0.1483 6.4187
C 3.5222 -0.5755 4.9197
C 3.6058 -1.9508 4.7626
C 3.1689 -2.5171 3.5729
C 2.6360 -1.7281 2.5609
C 2.5725 -0.3528 2.7438
C 3.0194 0.2385 3.9190
C 2.1406 -2.3697 1.2570
O 2.5547 -3.5116 1.0259
O 1.3222 -1.6787 0.5866
H 4.0169 -2.5580 5.5587
H 3.2346 -3.5859 3.4070
H 2.1616 0.2522 1.9489
H 2.9860 1.3144 4.0501
C -4.7216 1.1526 -0.8230
C -4.1472 2.5672 -0.9341
C -5.1905 3.5086 -1.5245
C -3.7203 3.0513 0.4529
O -3.0334 2.6548 -1.8338
P -1.7550 1.6472 -1.9314
O -0.8050 2.2533 -2.8790
O -1.3796 1.3433 -0.4880
O -2.5093 0.3458 -2.5411
C -2.0659 -0.5191 -3.6104
C -2.9863 -1.7319 -3.5229
C -0.6195 -0.9778 -3.4590
C -2.2508 0.2243 -4.9327
H -5.5984 1.1599 -0.1697
H -3.9730 0.4692 -0.4178
H -5.0106 0.7835 -1.8079
H -6.0759 3.5542 -0.8851
H -5.4795 3.1546 -2.5171
H -4.7651 4.5096 -1.6281
H -4.5373 2.9419 1.1727
H -3.4118 4.0999 0.4125
H -2.8681 2.4417 0.7612
H -2.8291 -2.2291 -2.5627
H -2.7691 -2.4274 -4.3375
H -4.0319 -1.4178 -3.5899
H -0.4681 -1.3729 -2.4589
H 0.0737 -0.1537 -3.6218
H -0.4024 -1.7828 -4.1626
H -3.3050 0.4846 -5.0675
H -1.9232 -0.3940 -5.7729
H -1.6599 1.1424 -4.9015
```

=====

3.
Computed, not measured: a 12-piece molecular cluster, C27H36Cl33N2OP overall at a distorted geometry, with ωB97M-V with the def2-TZVPD basis set.

## Properties
HOMO level   -0.2506 Eh
HOMO-LUMO gap   7.04 eV
SMILES   [H]/N=C/CP(COc1cc(C)ccc1C(C)C)N=C(C)C.ClC(Cl)Cl.ClC(Cl)Cl.ClC(Cl)Cl.ClC(Cl)Cl.ClC(Cl)Cl.ClC(Cl)Cl.ClC(Cl)Cl.ClC(Cl)Cl.ClC(Cl)Cl.ClC(Cl)Cl.ClC(Cl)Cl
Charge   0

```
100
C27H36Cl33N2OP, DFT ωB97M-V with the def2-TZVPD basis set
C 1.9251 0.4582 2.1849
C 1.4805 -0.5917 1.0761
C 2.4591 -1.8194 0.9320
N 0.4009 -0.4748 0.3967
P 0.3456 0.9277 -0.6249
C 1.6483 0.8214 -2.0243
C 2.3261 -0.5601 -2.1765
N 1.9513 -1.5031 -2.9531
C -1.3299 0.9680 -1.5317
O -2.0360 -0.2808 -1.5884
C -2.8162 -0.5593 -0.4760
C -3.6278 0.4543 0.2185
C -4.4867 0.2022 1.3487
C -5.3271 1.3763 1.9643
C -4.5696 -1.1575 1.8596
C -3.7869 -2.1760 1.1896
C -2.9086 -1.9276 0.0307
C -2.2197 -3.2054 -0.5312
C -3.2624 -4.0691 -1.4006
C -0.8605 -3.0183 -1.2783
H 2.2604 -0.1729 3.0564
H 2.7693 1.0437 1.7471
H 1.0325 1.0648 2.4579
H 3.5338 -1.4814 0.9411
H 2.3107 -2.5795 1.7444
H 2.3110 -2.3618 -0.0365
H 2.3780 1.6678 -1.9706
H 1.0721 0.9964 -2.9821
H 3.2715 -0.7229 -1.5788
H 2.6403 -2.2606 -2.8279
H -1.0578 1.2193 -2.5994
H -1.9073 1.8431 -1.1609
H -3.6055 1.5015 -0.1699
H -4.7419 2.3199 2.0673
H -6.1421 1.5954 1.2134
H -5.8602 1.0645 2.8975
H -5.2353 -1.4262 2.7054
H -3.8938 -3.2190 1.5828
H -2.0007 -3.8562 0.3651
H -3.2062 -5.1318 -1.0297
H -2.9550 -4.0275 -2.4739
H -4.2889 -3.6811 -1.2022
H -0.8722 -2.3318 -2.1538
H -0.5893 -4.0353 -1.6955
H -0.0743 -2.7947 -0.5198
C -2.7780 -5.2573 4.2879
Cl -1.5084 -5.9639 3.2815
Cl -2.1466 -3.8955 5.2179
Cl -4.1461 -4.7476 3.2922
H -3.1245 -6.0152 4.9828
C -1.9671 4.9104 -0.0142
Cl -0.4269 4.1529 -0.4443
Cl -3.3050 4.0707 -0.8019
Cl -2.1879 4.9223 1.7376
H -1.9517 5.9384 -0.3631
C 3.6560 -2.5256 4.9449
Cl 2.8686 -3.9003 4.1609
Cl 4.5661 -1.5743 3.7640
Cl 2.4651 -1.5184 5.7725
H 4.3526 -2.9073 5.6843
C 3.3975 4.9255 -3.3326
Cl 2.1068 4.2033 -2.3622
Cl 3.8495 6.5052 -2.6858
Cl 4.8039 3.8541 -3.3938
H 3.0280 5.0617 -4.3439
C -4.7029 0.0618 -4.0662
Cl -5.4106 -1.3566 -4.8473
Cl -3.7852 1.0220 -5.2334
Cl -5.9593 1.0446 -3.3030
H -4.0195 -0.2790 -3.2927
C 2.1995 -5.3927 -3.9008
Cl 1.1684 -4.6944 -5.1521
Cl 3.6327 -4.3883 -3.6402
Cl 1.3005 -5.5814 -2.3950
H 2.5250 -6.3700 -4.2335
C 7.4095 8.1460 -0.9740
Cl 6.6505 6.7584 -1.7614
Cl 8.3001 9.1199 -2.1500
Cl 6.1960 9.1283 -0.1448
H 8.1130 7.7777 -0.2344
C 0.6438 7.6008 3.1984
Cl 1.9397 8.7747 3.4563
Cl -0.4768 8.1742 1.9575
Cl 1.3104 6.0262 2.7543
H 0.0950 7.4893 4.1277
C 0.4288 8.2937 -4.6052
Cl -1.3259 8.4673 -4.4887
Cl 1.2424 9.6325 -3.7882
Cl 0.9470 6.7462 -3.9266
H 0.7048 8.3161 -5.6544
C 0.5719 -9.5244 -3.1549
Cl -0.2794 -10.8804 -3.9016
Cl 1.5144 -8.6522 -4.3681
Cl -0.5704 -8.4492 -2.3401
H 1.2564 -9.9204 -2.4118
C 0.8215 -3.0842 8.9062
Cl 2.1333 -1.9295 9.1752
Cl -0.2978 -2.4837 7.6772
Cl 1.4691 -4.6609 8.4382
H 0.2752 -3.2016 9.8362
```

=====

Calculated DFT total energy in order - -100855.4415; -398053.4880; -456134.1430 eV